Entry from OMol25: a molecular structure, C29H36N2OP2Ti in a non-equilibrium geometry (ωB97M-V with the def2-TZVPD basis set).

Net charge: +1
2S+1: 2
HOMO-LUMO gap (spin up / spin down) (eV): 6.4 / 6.4
E_HOMO (spin up / spin down) (eV): -10.18 / -10.19
Expectation value of S²: 0.757

Geometry (Å):
C: 0.5439 1.6890 -4.2867
C: 1.2261 1.4829 -3.0979
C: 1.3621 2.5706 -2.1762
C: 0.7339 3.8402 -2.4682
C: 0.0570 3.9951 -3.7061
C: -0.0350 2.9362 -4.5921
C: 0.7750 4.8238 -1.4762
C: 1.4338 4.6096 -0.2615
C: 2.0427 3.3173 -0.0541
C: 2.6427 3.0066 1.2102
C: 2.6751 3.9719 2.2038
C: 2.1106 5.2449 1.9931
C: 1.5010 5.5608 0.7908
H: 0.4534 0.8596 -4.9928
H: -0.4043 4.9657 -3.9122
H: -0.5576 3.0642 -5.5424
H: 0.2864 5.7819 -1.6505
H: 3.1481 3.7322 3.1607
H: 2.1604 5.9878 2.7928
H: 1.0454 6.5395 0.6130
N: 1.9637 2.3555 -0.9919
Ti: -0.1504 -0.1978 0.6725
C: 1.7485 0.1281 -2.6744
H: 2.6456 0.2680 -2.0544
H: 1.9670 -0.5045 -3.5482
C: 3.1791 1.6103 1.4099
H: 3.5898 1.2382 0.4590
H: 3.9547 1.5928 2.1913
P: 0.5681 -0.7890 -1.5872
P: 1.8819 0.3620 1.8831
C: 1.5486 0.7949 3.6228
H: 0.8715 0.0468 4.0570
H: 2.4900 0.8114 4.1926
H: 1.0634 1.7773 3.6814
C: 2.9683 -1.1029 2.0284
H: 3.8374 -0.8384 2.6507
H: 2.4294 -1.9322 2.5028
H: 3.3070 -1.4166 1.0307
C: -0.8486 -1.0825 -2.6892
H: -0.5124 -1.5404 -3.6306
H: -1.5728 -1.7452 -2.2036
H: -1.3567 -0.1364 -2.9078
C: 1.3628 -2.4291 -1.5095
H: 0.7397 -3.1265 -0.9380
H: 1.5095 -2.8147 -2.5289
H: 2.3290 -2.3496 -0.9949
C: -1.2480 0.9245 1.8799
O: -1.8876 1.6020 2.5983
H: -0.5878 1.1471 -0.1782
C: -3.2550 -3.6871 -1.0987
N: -3.9772 -2.7340 -0.3057
C: -5.2963 -3.0982 0.1292
C: -3.2276 -1.7372 0.4532
C: -2.2168 -2.3977 1.3399
C: -2.6688 -3.3043 2.3116
C: -1.7807 -4.2381 2.8502
C: -0.4242 -4.1585 2.5163
C: 0.0502 -3.1611 1.6564
C: -0.8429 -2.1967 1.1776
H: -3.9768 -4.3624 -1.5842
H: -2.5388 -4.2944 -0.5092
H: -2.6649 -3.1568 -1.8630
H: -5.3012 -3.9388 0.8550
H: -5.7638 -2.2308 0.6197
H: -5.8982 -3.4061 -0.7417
H: -2.7586 -1.0329 -0.2581
H: -3.9525 -1.1605 1.0413
H: -3.7266 -3.3130 2.5911
H: -2.1539 -5.0202 3.5169
H: 0.2740 -4.8799 2.9406
H: 1.1090 -3.1236 1.3902

---

Entry from OMol25: a molecular structure, C19H29AsBaO3S3 (ωB97M-V with the def2-TZVPD basis set).

Net charge: +2
2S+1: 1
HOMO-LUMO gap (eV): 9.1
E_HOMO (eV): -14.04

Geometry (Å):
Ba: -0.3336 0.6498 0.2062
O: 2.1181 1.0986 -0.1329
S: 3.6309 1.1264 -0.3508
C: 4.3341 0.3710 1.1378
C: 3.6690 0.8230 2.4383
C: 2.8875 -0.3119 3.1050
C: 1.9848 0.1926 4.2315
S: 0.2557 -0.3259 4.0456
O: -0.0405 -0.1156 2.5630
C: 0.4510 -2.0775 4.2688
C: 0.5439 -2.9371 3.1881
C: 0.7118 -4.2940 3.4282
C: 0.7825 -4.7670 4.7305
C: 0.6729 -3.8925 5.8046
C: 0.4955 -2.5372 5.5793
C: 4.1376 2.8081 -0.0992
C: 3.3109 3.7354 0.5144
C: 3.7783 5.0288 0.6978
C: 5.0522 5.3772 0.2706
C: 5.8655 4.4409 -0.3548
C: 5.4063 3.1486 -0.5523
H: 5.3981 0.6061 1.0836
H: 4.2328 -0.7040 0.9734
H: 2.9784 1.6448 2.2348
H: 4.4220 1.2200 3.1195
H: 3.5678 -1.0750 3.4839
H: 2.2758 -0.7958 2.3392
H: 1.9413 1.2833 4.2606
H: 2.2776 -0.1544 5.2229
H: 0.4707 -2.5568 2.1784
H: 0.7831 -4.9815 2.5963
H: 0.9113 -5.8252 4.9126
H: 0.7115 -4.2681 6.8178
H: 0.3850 -1.8539 6.4135
H: 2.3169 3.4521 0.8352
H: 3.1484 5.7670 1.1756
H: 5.4094 6.3874 0.4169
H: 6.8512 4.7195 -0.7009
H: 6.0252 2.4184 -1.0612
O: -1.2491 3.1978 0.5759
H: -2.0776 3.4340 1.0121
H: -0.9273 4.0220 0.1904
C: -3.4837 -3.3617 -2.8454
As: -3.7918 -1.4724 -2.7276
C: -5.6789 -1.1987 -2.5296
C: -3.2613 -0.6968 -4.4009
S: -2.7689 -0.6223 -1.0841
H: -4.0553 -3.7700 -3.6777
H: -3.7988 -3.8258 -1.9136
H: -2.4217 -3.5368 -3.0023
H: -6.2036 -1.6515 -3.3695
H: -5.8731 -0.1290 -2.4982
H: -6.0000 -1.6557 -1.5963
H: -3.8379 -1.1473 -5.2076
H: -2.2010 -0.8824 -4.5568
H: -3.4476 0.3742 -4.3645

---

Entry from OMol25: 2 unconnected molecules or ions with the total composition CH3Br2PS in a non-equilibrium geometry (ωB97M-V with the def2-TZVPD basis set).

2S+1: 1
HOMO-LUMO gap (spin up / spin down) (eV): 9.0 / 5.6
E_HOMO (spin up / spin down) (eV): -9.81 / -9.04

Geometry (Å):
C: 0.9618 -0.6539 1.2837
P: 1.9503 -1.1980 -1.9251
S: 3.7583 -0.3602 -2.2317
Br: 2.3033 -3.2029 -1.0298
Br: 1.3274 -1.9362 -4.0630
H: 0.1790 0.0163 1.0850
H: 0.7078 -1.6543 0.9937
H: 1.8570 -0.4229 1.8752

---

Entry from OMol25: 2 unconnected molecules or ions with the total composition C2H5NOS in a non-equilibrium geometry (ωB97M-V with the def2-TZVPD basis set).

2S+1: 1
HOMO-LUMO gap (eV): 7.5
E_HOMO (eV): -8.35

Geometry (Å):
C: -0.8668 0.1783 -0.1413
C: 0.3101 -0.6717 0.2362
H: 0.3971 1.8081 -0.0150
H: -1.6175 1.7980 -0.2003
H: 0.4327 -0.3021 1.4986
H: 0.2615 -1.9244 0.0617
H: 2.3974 -1.3744 -0.9059
N: -0.6804 1.4736 -0.1017
O: 1.6079 -0.3400 -0.2722
S: -2.2421 -0.6454 -0.1599

---

Entry from OMol25: 2 unconnected molecules or ions with the total composition C4H5NO4S in a non-equilibrium geometry (ωB97M-V with the def2-TZVPD basis set).

2S+1: 1
HOMO-LUMO gap (eV): 7.7
E_HOMO (eV): -8.31

Geometry (Å):
C: -0.5171 0.0984 0.0466
C: 2.3464 1.0673 0.7083
C: -0.1218 1.4071 -0.0295
C: -1.8719 -0.2541 0.0154
N: -2.1510 -1.5927 -0.0225
O: -2.8878 0.5933 -0.2560
O: 4.2133 -0.5384 -0.3505
O: 1.9822 -1.5314 0.1303
O: -0.2735 2.5097 -0.2273
S: 2.8323 -0.3137 -0.0486
H: 0.3434 -0.5584 0.1645
H: 3.1653 1.8973 0.3307
H: -1.4038 -2.2136 -0.2690
H: -2.9503 -1.9548 -0.4743
H: -2.7058 1.3842 0.2819

---

Entry from OMol25: C2H6S in the gas phase in a non-equilibrium geometry (ωB97M-V with the def2-TZVPD basis set).

2S+1: 1
HOMO-LUMO gap (eV): 9.4
E_HOMO (eV): -8.21
SMILES: CSC

Geometry (Å):
C: -1.3624 0.0097 -0.0179
S: -0.0546 -1.1491 -0.0341
C: 1.3071 -0.0256 -0.0435
H: -1.5083 0.1265 1.0102
H: -0.9851 0.9380 -0.4276
H: -2.2844 -0.4015 -0.5067
H: 1.0117 0.9691 -0.3236
H: 1.8050 -0.0695 0.9274
H: 2.0711 -0.3976 -0.5841

---

Entry from OMol25: a molecular structure, C18H37F4IrN3O5S2Si in a non-equilibrium geometry (ωB97M-V with the def2-TZVPD basis set).

Net charge: +1
2S+1: 1
HOMO-LUMO gap (spin up / spin down) (eV): 7.0 / 7.0
E_HOMO (spin up / spin down) (eV): -10.53 / -10.78

Geometry (Å):
Ir: 0.1069 -0.0827 -0.0415
C: -2.0830 2.3913 3.3623
Si: -0.6185 1.4203 2.6879
C: 0.9992 2.1466 3.3171
C: -0.9850 -0.3000 3.3235
N: -0.6246 1.4264 0.8534
C: -1.0996 2.6111 0.2151
C: -1.0719 3.8184 0.9309
C: -1.5493 5.0145 0.4310
C: -2.0498 5.0780 -0.8594
C: -2.0276 3.9316 -1.6332
C: -1.5527 2.7524 -1.1002
F: -1.5560 1.7011 -1.9624
H: -2.4254 1.8643 4.2558
H: -2.9207 2.4297 2.6637
H: -1.8449 3.4134 3.6533
H: 0.8913 3.2032 3.5706
H: 1.7904 2.0546 2.5763
H: 1.3192 1.6319 4.2272
H: -0.7437 -0.3083 4.3909
H: -0.4821 -1.1429 2.8619
H: -2.0560 -0.4858 3.2332
H: -0.6225 3.8280 1.9119
H: -1.5128 5.9001 1.0503
H: -2.4254 6.0054 -1.2677
H: -2.3636 3.9290 -2.6609
F: -4.8679 -2.4308 0.7682
C: -3.7325 -2.0550 1.3487
F: -3.9623 -1.8273 2.6329
F: -3.3464 -0.8938 0.7764
S: -2.4041 -3.3418 1.1160
O: -2.4527 -4.1596 2.2770
O: -2.8375 -3.9836 -0.1419
O: -1.1960 -2.5565 0.8968
C: 3.7698 -0.7208 2.6266
S: 2.0845 -1.1644 2.2367
C: 2.3809 -2.5671 1.1688
O: 1.7001 0.0155 1.3199
H: 4.2671 -0.4072 1.7109
H: 4.2589 -1.5904 3.0646
H: 3.7418 0.0922 3.3478
H: 2.6957 -3.3968 1.8020
H: 3.1262 -2.3177 0.4173
H: 1.4253 -2.8006 0.7035
N: -1.9921 -3.8353 -2.5556
C: -1.7616 -2.5480 -3.2828
C: -0.7363 -1.6512 -2.6009
N: -1.2568 -0.8949 -1.4560
H: -2.7390 -4.3714 -2.9954
H: -2.2853 -3.7513 -1.5019
H: -1.1522 -4.4125 -2.5714
H: -2.7316 -2.0571 -3.3669
H: -1.4140 -2.8039 -4.2821
H: -0.3608 -0.9428 -3.3336
H: 0.1252 -2.2295 -2.2705
H: -1.6958 -1.5121 -0.7696
H: -1.9476 -0.2073 -1.7356
C: 3.5654 -0.9077 -2.3870
C: 2.4597 0.0568 -1.9695
C: 1.7822 0.6546 -3.2021
C: 3.0372 1.1862 -1.1196
O: 1.5214 -0.7193 -1.2222
H: 4.2477 -0.4263 -3.0889
H: 3.1393 -1.7875 -2.8723
H: 4.1425 -1.2376 -1.5214
H: 2.4217 1.4053 -3.6683
H: 0.8442 1.1372 -2.9171
H: 1.5744 -0.1121 -3.9519
H: 3.8794 1.6491 -1.6362
H: 3.3753 0.8070 -0.1588
H: 2.2837 1.9542 -0.9302

---

Entry from OMol25: CH4IOP in the gas phase in a non-equilibrium geometry (ωB97M-V with the def2-TZVPD basis set).

2S+1: 1
HOMO-LUMO gap (eV): 8.6
E_HOMO (eV): -9.32
SMILES: POCI

Geometry (Å):
P: -0.2071 -1.6614 -0.0846
O: 0.1431 0.0942 -1.1008
C: 0.8246 0.7555 -0.1498
I: 2.8760 -0.0340 -0.0133
H: -0.9477 -2.2088 -1.1946
H: 1.0592 -1.9311 -0.4438
H: 0.3794 0.6091 0.8757
H: 0.8728 1.8394 -0.4785

---

Entry from OMol25: 9 unconnected molecules or ions with the total composition BrH16O8 in a non-equilibrium geometry (ωB97M-V with the def2-TZVPD basis set).

Net charge: -1
2S+1: 1
HOMO-LUMO gap (eV): 9.5
E_HOMO (eV): -6.42

Geometry (Å):
Br: 0.4592 0.3771 -0.0491
O: -2.6378 -0.5869 -1.6921
H: -2.3018 -1.4719 -1.5501
H: -2.0528 -0.0159 -1.2451
O: -0.5378 -2.6729 1.3679
H: -1.4588 -2.7019 1.5569
H: -0.2938 -1.8599 0.9759
O: -2.1628 2.1761 0.0899
H: -1.9928 3.1231 0.2109
H: -1.3908 1.7141 0.3459
O: -1.4358 0.5181 2.8519
H: -1.0058 0.2521 2.0189
H: -2.2618 0.0391 2.8399
O: 1.6072 -0.8379 2.8739
H: 1.4412 -0.5549 1.9929
H: 2.1352 -1.5849 2.7049
O: 1.5532 -2.7499 -1.4511
H: 1.3512 -2.0059 -0.9371
H: 2.3692 -3.1279 -1.0661
O: 0.8102 3.6321 -1.5581
H: 0.6452 2.9621 -0.9111
H: 0.5502 4.4621 -1.1911
O: 2.4242 0.0241 -2.9051
H: 2.0692 0.8181 -3.2681
H: 2.1182 0.0721 -2.0061

---

Entry from OMol25: 2 unconnected molecules or ions with the total composition C3H7NO2 in a non-equilibrium geometry (ωB97M-V with the def2-TZVPD basis set).

2S+1: 1
HOMO-LUMO gap (eV): 9.0
E_HOMO (eV): -8.25

Geometry (Å):
C: 0.0832 -0.0787 0.3576
C: 0.5049 -1.2617 -0.5090
C: -1.2712 0.3804 0.1045
N: 1.0219 1.0346 0.2858
O: -1.5695 1.5446 -0.4186
O: -2.1085 -0.3287 0.7404
H: -0.7002 1.9434 -0.6492
H: -0.9443 -0.7427 1.2338
H: 1.8983 0.7773 -0.1518
H: 1.2283 1.4265 1.1960
H: -0.2968 -1.9936 -0.6069
H: 1.3633 -1.7677 -0.0639
H: 0.7907 -0.9338 -1.5188

---

Entry from OMol25: a molecular structure, CH4I2Si in a non-equilibrium geometry (ωB97M-V with the def2-TZVPD basis set).

2S+1: 3
HOMO-LUMO gap (spin up / spin down) (eV): 6.0 / 5.2
E_HOMO (spin up / spin down) (eV): -5.72 / -9.25
Expectation value of S²: 2.011

Geometry (Å):
C: -0.1937 0.1435 0.9110
Si: 0.3735 -0.3583 -0.9021
I: -2.2218 -0.4596 1.3332
I: -0.0705 2.3281 0.7712
H: -0.1455 0.4124 -2.1130
H: 0.4264 -0.1298 1.7504
H: 1.8206 -0.1575 -0.7855
H: 0.0111 -1.7788 -0.9651

---

Entry from OMol25: a molecular structure, CHBrO3Pd in a non-equilibrium geometry (ωB97M-V with the def2-TZVPD basis set).

2S+1: 3
HOMO-LUMO gap (spin up / spin down) (eV): 8.7 / 7.3
E_HOMO (spin up / spin down) (eV): -10.16 / -9.96
Expectation value of S²: 2.009

Geometry (Å):
Pd: 0.0841 1.1821 3.1753
Br: -1.2214 0.2465 1.6692
O: 0.5583 -0.8057 -0.1407
C: 0.3209 -0.2279 -1.3297
O: -0.3862 0.7572 -1.4137
O: 0.7150 -0.7667 -2.4108
H: -0.0707 -0.3856 0.4505

---

Computed values of energy above the lowest of the compared OMol25 structures with the same formula, charge and spin (unit: kcal/mol) for the preceding records, in sequence: 0.0; 2.4; 80.3; 123.7; 76.9; 15.4; 3.7; 47.6; 19.3; 80.3; 57.0; 5.9.